1.
Formula: C37H89N11O13S2
Source: the Open Molecules 2025 dataset
Level of theory: ωB97M-V with the def2-TZVPD basis set

Each atom is followed by the atoms it is bonded to, with distances in Å.
Element x y z (Å)
1 C -21.0029 7.2589 8.5434  C2 1.500, H6 1.090, H7 1.090, H8 1.090
2 C -19.8310 6.3316 8.6681  C1 1.500, O3 1.238, N4 1.325
3 O -18.6718 6.7603 8.7348  C2 1.238
4 N -20.1480 5.0488 8.7660  C2 1.325, C5 1.418, H9 1.010
5 C -19.3204 3.8967 8.7686  N4 1.418, H10 1.090, H11 1.090, H12 1.090
6 H -21.1200 7.3890 7.4676  C1 1.090
7 H -20.7788 8.2003 9.0451  C1 1.090
8 H -21.8425 6.7987 9.0644  C1 1.090
9 H -21.1011 4.7788 8.9629  N4 1.010
10 H -18.3164 4.1125 9.1339  C5 1.090
11 H -19.0348 3.5277 7.7835  C5 1.090
12 H -19.8102 3.1182 9.3534  C5 1.090
13 C -20.7103 11.3738 11.2856  C14 1.580, H18 1.090, H19 1.090, H20 1.090
14 C -19.3762 10.5769 10.9993  C13 1.580, O15 1.217, N16 1.333
15 O -18.9030 9.8472 11.8506  C14 1.217
16 N -18.8880 10.7612 9.7731  C14 1.333, C17 1.520, H21 1.010
17 C -17.7523 9.9457 9.1770  N16 1.520, H22 1.090, H23 1.090, H24 1.090
18 H -20.7549 12.0739 10.4513  C13 1.090
19 H -20.6460 12.0629 12.1277  C13 1.090
20 H -21.6084 10.7563 11.2704  C13 1.090
21 H -19.1718 11.5547 9.2164  N16 1.010
22 H -16.8295 10.5206 9.2545  C17 1.090
23 H -17.9031 9.7911 8.1086  C17 1.090
24 H -17.5924 8.9755 9.6475  C17 1.090
25 C -20.3892 3.1044 12.9724  C26 1.535, H30 1.090, H31 1.090, H32 1.090
26 C -19.3010 2.1079 12.5496  C25 1.535, O27 1.204, N28 1.349
27 O -19.4329 0.9280 12.3501  C26 1.204
28 N -18.1124 2.7450 12.5427  C26 1.349, C29 1.426, H33 1.010
29 C -16.8995 2.2353 11.9928  N28 1.426, H34 1.090, H35 1.090, H36 1.090
30 H -20.4129 4.0760 12.4791  C25 1.090
31 H -20.3287 3.3555 14.0314  C25 1.090
32 H -21.3414 2.6556 12.6895  C25 1.090
33 H -18.1994 3.5146 13.1910  N28 1.010
34 H -16.7799 1.2609 12.4665  C29 1.090
35 H -16.0322 2.8930 12.0495  C29 1.090
36 H -17.0659 2.0484 10.9319  C29 1.090
37 C -20.7844 5.8293 17.7700  C38 1.569, H42 1.090, H43 1.090, H44 1.090
38 C -21.2287 7.0672 16.9147  C37 1.569, O39 1.267, N40 1.321
39 O -22.1632 6.9203 16.0722  C38 1.267
40 N -20.7043 8.2020 17.3414  C38 1.321, C41 1.397, H45 1.010
41 C -21.1508 9.5005 17.0864  N40 1.397, H46 1.090, H47 1.090, H48 1.090
42 H -20.4460 6.1752 18.7468  C37 1.090
43 H -20.0848 5.0707 17.4190  C37 1.090
44 H -21.7901 5.4738 17.9940  C37 1.090
45 H -19.8910 7.9897 17.9014  N40 1.010
46 H -21.2736 9.7110 16.0240  C41 1.090
47 H -20.4106 10.1547 17.5474  C41 1.090
48 H -22.1041 9.6083 17.6038  C41 1.090
49 C -29.1622 5.8526 13.2476  C50 1.522, H54 1.090, H55 1.090, H56 1.090
50 C -29.3299 4.3394 13.2409  C49 1.522, O51 1.242, N52 1.336
51 O -29.9468 3.8043 12.3047  C50 1.242
52 N -28.7492 3.6525 14.2290  C50 1.336, C53 1.463, H57 1.010
53 C -28.8889 2.2046 14.3854  N52 1.463, H58 1.090, H59 1.090, H60 1.090
54 H -28.1855 5.9670 12.7773  C49 1.090
55 H -29.3482 6.2258 14.2546  C49 1.090
56 H -30.0766 6.3139 12.8746  C49 1.090
57 H -28.3397 4.3333 14.8526  N52 1.010
58 H -28.8375 1.9415 15.4419  C53 1.090
59 H -28.1849 1.5150 13.9196  C53 1.090
60 H -29.8855 1.8956 14.0701  C53 1.090
61 C -23.2707 9.6618 4.9036  C62 1.544, H66 1.090, H67 1.090, H68 1.090
62 C -23.4778 8.7456 6.1292  C61 1.544, O63 1.255, N64 1.355
63 O -23.4768 7.4965 6.0044  C62 1.255
64 N -23.8339 9.4486 7.2319  C62 1.355, C65 1.444, H69 1.010
65 C -24.1823 8.6614 8.3915  N64 1.444, H70 1.090, H71 1.090, H72 1.090
66 H -23.2350 10.7319 5.1078  C61 1.090
67 H -24.0056 9.3265 4.1717  C61 1.090
68 H -22.2870 9.4029 4.5120  C61 1.090
69 H -24.0028 10.4441 7.2093  N64 1.010
70 H -23.8771 9.2538 9.2541  C65 1.090
71 H -23.7743 7.6619 8.5418  C65 1.090
72 H -25.2490 8.5780 8.5996  C65 1.090
73 C -25.2866 1.6426 15.6143  C74 1.539, H78 1.090, H79 1.090, H80 1.090
74 C -24.6443 2.3226 14.3924  C73 1.539, O75 1.226, N76 1.303
75 O -24.4419 1.5499 13.4617  C74 1.226
76 N -24.3875 3.5929 14.5309  C74 1.303, C77 1.496, H81 1.010
77 C -23.6386 4.4668 13.5754  N76 1.496, H82 1.090, H83 1.090, H84 1.090
78 H -26.3679 1.5102 15.5782  C73 1.090
79 H -25.0655 2.2995 16.4555  C73 1.090
80 H -24.8081 0.6798 15.7936  C73 1.090
81 H -24.7886 4.0710 15.3251  N76 1.010
82 H -23.0716 5.1155 14.2430  C77 1.090
83 H -24.3302 4.9990 12.9221  C77 1.090
84 H -22.9961 3.8408 12.9562  C77 1.090
85 C -25.2558 5.4399 18.1340  C86 1.579, H90 1.090, H91 1.090, H92 1.090
86 C -26.0436 5.9425 16.8609  C85 1.579, O87 1.202, N88 1.334
87 O -26.2173 5.1718 15.9549  C86 1.202
88 N -26.6090 7.1402 17.0173  C86 1.334, C89 1.515, H93 1.010
89 C -27.6799 7.6582 16.0790  N88 1.515, H94 1.090, H95 1.090, H96 1.090
90 H -24.3232 6.0040 18.1214  C85 1.090
91 H -24.8471 4.4296 18.1159  C85 1.090
92 H -25.9380 5.4314 18.9841  C85 1.090
93 H -26.3027 7.8027 17.7154  N88 1.010
94 H -27.7754 8.6995 16.3868  C89 1.090
95 H -28.6321 7.1684 16.2827  C89 1.090
96 H -27.4361 7.5941 15.0186  C89 1.090
97 C -24.7367 2.7583 9.8847  C98 1.548, H102 1.090, H103 1.090, H104 1.090
98 C -23.1895 2.7903 9.8531  C97 1.548, O99 1.230, N100 1.372
99 O -22.6662 3.8994 9.7559  C98 1.230
100 N -22.5212 1.5949 9.7762  C98 1.372, C101 1.523, H105 1.010
101 C -23.1048 0.1965 9.9303  N100 1.523, H106 1.090, H107 1.090, H108 1.090
102 H -25.2637 2.0014 10.4656  C97 1.090
103 H -24.9609 2.7922 8.8186  C97 1.090
104 H -25.1957 3.6916 10.2108  C97 1.090
105 H -21.5305 1.7663 9.8715  N100 1.010
106 H -22.8520 -0.4371 10.7804  C101 1.090
107 H -22.5457 -0.3486 9.1698  C101 1.090
108 H -24.0757 -0.0039 9.4773  C101 1.090
109 C -24.0639 15.3033 14.5778  C110 1.514, H114 1.090, H115 1.090, H116 1.090
110 C -23.8930 13.9514 13.9185  C109 1.514, O111 1.251, N112 1.336
111 O -24.4640 13.5093 12.8968  C110 1.251
112 N -23.2107 13.0338 14.6086  C110 1.336, C113 1.450, H117 1.010
113 C -23.2528 11.5991 14.4000  N112 1.450, H118 1.090, H119 1.090, H120 1.090
114 H -23.9527 15.1230 15.6470  C109 1.090
115 H -24.9874 15.8146 14.3060  C109 1.090
116 H -23.2092 15.9261 14.3137  C109 1.090
117 H -22.7527 13.4882 15.3858  N112 1.010
118 H -22.7759 10.8665 15.0511  C113 1.090
119 H -22.9278 11.4925 13.3650  C113 1.090
120 H -24.3230 11.3940 14.4276  C113 1.090
121 C -25.0287 8.0315 13.9738  C122 1.488, H126 1.090, H127 1.090, H128 1.090
122 C -24.0654 7.8838 12.8492  C121 1.488, O123 1.205, N124 1.318
123 O -24.4360 8.2618 11.7669  C122 1.205
124 N -22.8306 7.4887 13.0881  C122 1.318, C125 1.491, H129 1.010
125 C -21.8864 6.9248 12.0820  N124 1.491, H130 1.090, H131 1.090, H132 1.090
126 H -25.7203 7.2023 13.8247  C121 1.090
127 H -25.6054 8.9494 13.8600  C121 1.090
128 H -24.4882 7.8697 14.9064  C121 1.090
129 H -22.6933 7.3960 14.0844  N124 1.010
130 H -21.4523 7.8033 11.6047  C125 1.090
131 H -22.4472 6.3116 11.3766  C125 1.090
132 H -21.1479 6.2600 12.5302  C125 1.090
133 C -16.1256 6.8354 13.4243  S134 1.913, H137 1.090, H138 1.090, H139 1.090
134 S -17.9072 6.1773 13.1946  C133 1.913, O135 1.483, C136 1.876
135 O -17.9597 4.9300 13.9948  S134 1.483
136 C -18.6800 7.4825 14.2987  S134 1.876, H140 1.090, H141 1.090, H142 1.090
137 H -15.8673 7.1600 14.4322  C133 1.090
138 H -16.0720 7.7800 12.8831  C133 1.090
139 H -15.4630 6.1024 12.9640  C133 1.090
140 H -18.6295 8.3796 13.6816  C136 1.090
141 H -18.0286 7.5860 15.1665  C136 1.090
142 H -19.6690 7.1659 14.6299  C136 1.090
143 C -27.5553 13.9570 13.9715  S144 1.871, H147 1.090, H148 1.090, H149 1.090
144 S -28.8609 12.6416 14.2272  C143 1.871, O145 1.533, C146 1.861
145 O -30.0989 13.2563 13.5650  S144 1.533
146 C -28.0555 11.4089 13.0891  S144 1.861, H150 1.090, H151 1.090, H152 1.090
147 H -26.6313 13.4568 14.2616  C143 1.090
148 H -27.7267 14.7459 14.7040  C143 1.090
149 H -27.5456 14.3380 12.9503  C143 1.090
150 H -28.0023 11.8297 12.0850  C146 1.090
151 H -28.7007 10.5386 13.2087  C146 1.090
152 H -27.0201 11.3052 13.4135  C146 1.090

Output
Kohn-Sham gap ... 8.22 eV
M ... 960.3 u
Max |F| ... 4.2 eV Å⁻¹
Spin multiplicity ... 1

2.
Formula: C37H90NO14S2
Source: the Open Molecules 2025 dataset
Level of theory: ωB97M-V with the def2-TZVPD basis set

Each atom is followed by the atoms it is bonded to, with distances in Å.
Element x y z (Å)
1 C 3.2581 -9.8968 -1.4912  C2 1.307, H19 1.150
2 C 4.0333 -8.8588 -1.6660  C1 1.307, S3 1.880
3 S 4.8814 -7.2710 -2.2069  C2 1.880, O4 1.534, O5 1.525, N6 1.712
4 O 5.9597 -7.7321 -3.1964  S3 1.534
5 O 5.5798 -6.6100 -1.0227  S3 1.525
6 N 3.8093 -6.2396 -3.0538  S3 1.712, S7 1.741
7 S 2.5035 -5.7136 -2.0294  N6 1.741, O8 1.541, O9 1.515, C10 1.873
8 O 1.2154 -6.3138 -2.6250  S7 1.541
9 O 2.6034 -6.2034 -0.5991  S7 1.515
10 C 2.2902 -3.8589 -2.1768  S7 1.873, C11 1.612, H20 1.146, H21 1.164
11 C 2.1646 -3.0981 -0.7612  C10 1.612, C12 1.612, H22 1.167, H23 1.164
12 C 0.6741 -2.6135 -0.3852  C11 1.612, C13 1.613, H24 1.153, H25 1.164
13 C -0.4928 -3.6671 -0.7480  C12 1.613, C14 1.642, H26 1.147, H27 1.167
14 C -1.3971 -3.1650 -2.0228  C13 1.642, C15 1.617, H28 1.150, H29 1.161
15 C -1.8582 -4.3851 -2.9794  C14 1.617, C16 1.628, H30 1.153, H31 1.164
16 C -3.3641 -4.9178 -2.6669  C15 1.628, O17 1.462, H32 1.159, H33 1.166
17 O -3.5118 -5.3547 -1.2793  C16 1.462, C18 1.464
18 C -3.0799 -6.7454 -1.1328  O17 1.464, H34 1.164, H35 1.157, H36 1.152
19 H 2.4357 -10.6150 -1.1286  C1 1.150
20 H 1.4471 -3.5922 -2.9057  C10 1.146
21 H 3.2732 -3.4761 -2.6690  C10 1.164
22 H 2.8106 -2.1309 -0.8507  C11 1.167
23 H 2.6416 -3.6884 0.1216  C11 1.164
24 H 0.4639 -1.6024 -0.8981  C12 1.153
25 H 0.6422 -2.4755 0.7707  C12 1.164
26 H -0.1506 -4.7565 -0.8565  C13 1.147
27 H -1.2333 -3.6548 0.1536  C13 1.167
28 H -2.2777 -2.5047 -1.6886  C14 1.150
29 H -0.6848 -2.4873 -2.6400  C14 1.161
30 H -1.1023 -5.2519 -2.8996  C15 1.153
31 H -1.8058 -3.9860 -4.0714  C15 1.164
32 H -4.1592 -4.1060 -2.8961  C16 1.159
33 H -3.5728 -5.7728 -3.4322  C16 1.166
34 H -2.4283 -6.8053 -0.1706  C18 1.164
35 H -3.9777 -7.4638 -1.0030  C18 1.157
36 H -2.5128 -7.0967 -2.0715  C18 1.152
37 C -5.7332 0.3407 -2.9732  C38 1.521, H41 1.095, H42 1.094, H43 1.094
38 C -4.3724 -0.1658 -2.5211  C37 1.521, C39 1.520, O40 1.426, H44 1.094
39 C -3.2506 0.7149 -3.0473  C38 1.520, H45 1.096, H46 1.094, H47 1.093
40 O -4.1847 -1.4999 -2.9880  C38 1.426, H48 0.968
41 H -5.8093 0.3348 -4.0658  C37 1.095
42 H -6.5291 -0.3089 -2.5975  C37 1.094
43 H -5.9142 1.3584 -2.6161  C37 1.094
44 H -4.3354 -0.1944 -1.4283  C38 1.094
45 H -3.2394 0.7224 -4.1429  C39 1.096
46 H -2.2782 0.3324 -2.7246  C39 1.094
47 H -3.3570 1.7437 -2.6924  C39 1.093
48 H -4.2155 -1.4854 -3.9551  O40 0.968
49 C 1.3910 2.9026 -5.3727  C50 1.521, H53 1.095, H54 1.094, H55 1.094
50 C -0.0196 2.5931 -4.8965  C49 1.521, C51 1.521, O52 1.425, H56 1.094
51 C -0.9747 3.7321 -5.2171  C50 1.521, H57 1.095, H58 1.094, H59 1.094
52 O -0.0059 2.3689 -3.4889  C50 1.425, H60 0.968
53 H 1.7835 3.7967 -4.8769  C49 1.095
54 H 2.0687 2.0807 -5.1253  C49 1.094
55 H 1.4163 3.0636 -6.4540  C49 1.094
56 H -0.3735 1.6723 -5.3694  C50 1.094
57 H -0.6646 4.6551 -4.7158  C51 1.095
58 H -1.9820 3.5008 -4.8588  C51 1.094
59 H -1.0204 3.9181 -6.2937  C51 1.094
60 H 0.3061 3.1783 -3.0604  O52 0.968
61 C 4.3300 -0.0385 -5.7239  C62 1.521, H65 1.095, H66 1.094, H67 1.094
62 C 4.4630 0.2494 -4.2367  C61 1.521, C63 1.520, O64 1.425, H68 1.094
63 C 5.8639 0.7253 -3.8871  C62 1.520, H69 1.095, H70 1.094, H71 1.094
64 O 4.1683 -0.9318 -3.4970  C62 1.425, H72 0.968
65 H 5.0213 -0.8296 -6.0322  C61 1.095
66 H 3.3214 -0.3913 -5.9581  C61 1.094
67 H 4.5350 0.8558 -6.3192  C61 1.094
68 H 3.7325 1.0090 -3.9427  C62 1.094
69 H 6.6092 -0.0391 -4.1307  C63 1.095
70 H 5.9467 0.9166 -2.8136  C63 1.094
71 H 6.1161 1.6426 -4.4267  C63 1.094
72 H 4.8104 -1.6105 -3.7504  O64 0.968
73 C -5.3379 4.5069 0.8097  C74 1.520, H77 1.095, H78 1.094, H79 1.094
74 C -5.4223 3.0952 0.2515  C73 1.520, C75 1.521, O76 1.425, H80 1.094
75 C -6.3536 2.2263 1.0823  C74 1.521, H81 1.095, H82 1.094, H83 1.094
76 O -4.1210 2.5136 0.2360  C74 1.425, H84 0.968
77 H -4.9419 4.5008 1.8308  C73 1.095
78 H -4.6561 5.1173 0.2102  C73 1.094
79 H -6.3207 4.9868 0.8194  C73 1.094
80 H -5.7765 3.1292 -0.7832  C74 1.094
81 H -5.9927 2.1409 2.1127  C75 1.095
82 H -6.3956 1.2112 0.6767  C75 1.094
83 H -7.3667 2.6381 1.1002  C75 1.094
84 H -3.7984 2.4789 1.1480  O76 0.968
85 C -6.7743 5.8630 4.9508  C86 1.521, H89 1.095, H90 1.094, H91 1.094
86 C -6.8583 4.4512 4.3921  C85 1.521, C87 1.521, O88 1.426, H92 1.094
87 C -7.7891 3.5811 5.2219  C86 1.521, H93 1.095, H94 1.094, H95 1.094
88 O -5.5566 3.8704 4.3769  C86 1.426, H96 0.970
89 H -6.3783 5.8562 5.9717  C85 1.095
90 H -6.0926 6.4733 4.3514  C85 1.094
91 H -7.7569 6.3429 4.9607  C85 1.094
92 H -7.2124 4.4858 3.3574  C86 1.094
93 H -7.4285 3.4949 6.2522  C87 1.095
94 H -7.8303 2.5665 4.8156  C87 1.094
95 H -8.8024 3.9921 5.2400  C87 1.094
96 H -5.2339 3.8356 5.2905  O88 0.970
97 C -1.2784 1.9671 7.4592  C98 1.520, H101 1.095, H102 1.094, H103 1.093
98 C -2.3015 2.3353 6.3966  C97 1.520, C99 1.520, O100 1.428, H104 1.094
99 C -1.6395 2.9838 5.1917  C98 1.520, H105 1.096, H106 1.094, H107 1.092
100 O -3.2597 3.2356 6.9534  C98 1.428, H108 0.967
101 H -0.7556 2.8578 7.8237  C97 1.095
102 H -1.7695 1.5125 8.3244  C97 1.094
103 H -0.5385 1.2641 7.0676  C97 1.093
104 H -2.8424 1.4387 6.0805  C98 1.094
105 H -1.1291 3.9102 5.4772  C99 1.096
106 H -2.3881 3.2540 4.4410  C99 1.094
107 H -0.9109 2.3118 4.7322  C99 1.092
108 H -2.7908 4.0330 7.2366  O100 0.967
109 C -1.1867 4.6260 1.1253  C110 1.520, H113 1.095, H114 1.093, H115 1.094
110 C -0.1380 4.4232 2.2071  C109 1.520, C111 1.521, O112 1.426, H116 1.094
111 C 1.2121 4.9788 1.7816  C110 1.521, H117 1.095, H118 1.094, H119 1.094
112 O -0.0101 3.0310 2.4869  C110 1.426, H120 0.968
113 H -0.9044 4.1053 0.2043  C109 1.095
114 H -2.1481 4.2114 1.4404  C109 1.093
115 H -1.3206 5.6876 0.8990  C109 1.094
116 H -0.4626 4.9127 3.1302  C110 1.094
117 H 1.5785 4.4705 0.8836  C111 1.095
118 H 1.9587 4.8154 2.5640  C111 1.094
119 H 1.1506 6.0510 1.5752  C111 1.094
120 H 0.2771 2.5884 1.6754  O112 0.968
121 C 5.2725 -4.1817 1.8421  C122 1.521, H125 1.095, H126 1.094, H127 1.094
122 C 4.4635 -3.2815 2.7626  C121 1.521, C123 1.521, O124 1.426, H128 1.094
123 C 5.3436 -2.6422 3.8258  C122 1.521, H129 1.095, H130 1.094, H131 1.094
124 O 3.4391 -4.0464 3.3938  C122 1.426, H132 0.967
125 H 5.7379 -4.9985 2.4037  C121 1.095
126 H 4.6263 -4.6441 1.0902  C121 1.094
127 H 6.0577 -3.6186 1.3298  C121 1.094
128 H 3.9714 -2.5008 2.1743  C122 1.094
129 H 5.8112 -3.4054 4.4568  C123 1.095
130 H 4.7472 -2.0069 4.4876  C123 1.094
131 H 6.1313 -2.0334 3.3726  C123 1.094
132 H 3.8646 -4.7402 3.9167  O124 0.967
133 C 6.4324 0.1579 0.1907  C134 1.520, H137 1.095, H138 1.094, H139 1.093
134 C 7.6547 0.9921 0.5388  C133 1.520, C135 1.521, O136 1.427, H140 1.094
135 C 8.5758 0.2519 1.4958  C134 1.521, H141 1.095, H142 1.094, H143 1.093
136 O 7.2373 2.2184 1.1365  C134 1.427, H144 0.967
137 H 5.8453 -0.0685 1.0871  C133 1.095
138 H 5.7734 0.7062 -0.4882  C133 1.094
139 H 6.7198 -0.7836 -0.2852  C133 1.093
140 H 8.2003 1.2445 -0.3753  C134 1.094
141 H 8.0633 0.0289 2.4376  C135 1.095
142 H 9.4443 0.8678 1.7467  C135 1.094
143 H 8.9270 -0.6868 1.0591  C135 1.093
144 H 6.7532 2.0053 1.9467  O136 0.967

Output
Kohn-Sham gap ... 7.47 eV
M ... 837.3 u
Max |F| ... 6.2 eV Å⁻¹
Net charge ... -1
Spin multiplicity ... 1